1.
Here is a structure of composition C32H22BrF4N6O5PS2SeTc in a non-equilibrium geometry from the Open Molecules 2025 dataset. Energies are from ωB97M-V/def2-TZVPD.

The geometry in XYZ format:
```
75
C32H22BrF4N6O5PS2SeTc, DFT ωB97M-V/def2-TZVPD
Tc 1.35572 0.91342 0.69694
S 3.90621 0.97586 0.15912
C 3.20245 2.23319 -0.74092
N 1.89260 2.35453 -0.63487
C 1.34643 3.33546 -1.44317
C -0.00106 3.64391 -1.58113
C -0.35145 4.66209 -2.44848
C 0.62051 5.36212 -3.16676
C 1.96294 5.04748 -3.04192
C 2.31803 4.02243 -2.17599
S 3.90658 3.37295 -1.83740
H -0.73308 3.07111 -1.02832
H -1.39510 4.91740 -2.57817
H 0.32156 6.15380 -3.84023
H 2.71266 5.57898 -3.61246
F -5.42234 -2.50278 -4.77661
C -4.81342 -2.15314 -3.65049
C -5.21368 -2.69959 -2.44701
F -6.21588 -3.57294 -2.41504
C -4.57001 -2.32114 -1.28136
F -5.03638 -2.85061 -0.14917
C -3.51172 -1.42306 -1.26593
P -2.54396 -1.01103 0.25879
C -3.85719 -0.24795 1.28516
C -3.72014 -0.20424 2.67334
C -4.64625 0.46861 3.45600
C -5.71587 1.12795 2.86429
C -5.84882 1.11101 1.48313
C -4.92490 0.43228 0.70082
C -2.27827 -2.65238 1.03667
C -3.14112 -3.31040 1.91309
C -2.79332 -4.53946 2.44856
C -1.58472 -5.13640 2.11180
C -0.71518 -4.49119 1.24750
C -1.05746 -3.25106 0.72827
C -3.15592 -0.85393 -2.49478
Br -1.85940 0.51323 -2.64114
C -3.79102 -1.21964 -3.66871
F -3.45657 -0.68025 -4.83928
H -2.88625 -0.70789 3.14954
H -4.53506 0.47109 4.53350
H -6.44408 1.64539 3.47569
H -6.67896 1.62160 1.01126
H -5.04857 0.42202 -0.37619
H -4.09036 -2.86721 2.17935
H -3.47422 -5.03866 3.12615
H -1.32110 -6.09976 2.52879
H 0.23228 -4.94232 0.98348
H -0.36331 -2.73776 0.07516
O 1.80404 0.56930 4.94258
Se 1.36358 0.78019 3.44330
O 2.02268 1.96915 2.51600
O 1.31736 -0.48495 2.38969
O -0.32928 1.31848 3.53968
N -0.34744 1.54960 1.20185
C -0.84527 1.81972 2.35856
N -1.93865 2.55543 2.56737
C -2.59985 3.21282 1.44574
C -2.25308 4.69225 1.48506
O -2.62584 5.25871 2.72999
C -1.97776 4.62329 3.81683
C -2.30316 3.13540 3.85739
H -3.67565 3.07065 1.56234
H -2.28069 2.74139 0.52013
H -2.80118 5.23688 0.71738
H -1.17595 4.82439 1.31268
H -2.33037 5.11546 4.72191
H -0.89033 4.75913 3.73828
H -3.37620 2.99004 3.99464
H -1.77294 2.63662 4.66242
N 1.00249 -0.33109 -0.73664
C 0.96318 -1.22886 -1.50558
N 0.78520 -2.08376 -2.37868
C 1.24884 -3.28186 -2.64539
N 1.60322 -4.34228 -2.93441
```

Output
- relative energy (zero: lowest compared OMol25 entry of this formula, charge and spin) (eV) = 1.473
- 2S+1 = 2


2.
Here is a structure of composition C20H31HgO2 in a non-equilibrium geometry from the Open Molecules 2025 dataset. Energies are from ωB97M-V/def2-TZVPD.

The geometry in XYZ format:
```
54
C20H31HgO2, DFT ωB97M-V/def2-TZVPD
O 1.68164 0.50796 -6.46045
C 1.61522 1.67379 -7.39428
C 1.15975 0.85599 -8.60488
H 2.59376 2.15328 -7.58526
H 0.86389 2.41270 -7.06482
C 1.27984 -0.31859 -7.59655
H 1.89613 0.81475 -9.41708
H 0.14308 1.06087 -8.94951
C 2.33875 -1.26319 -8.12573
H 3.30909 -0.77228 -8.25065
H 2.01796 -1.64739 -9.10440
H 2.47150 -2.11430 -7.46118
C -0.02460 -1.05091 -7.38465
H -0.80986 -0.39843 -6.99610
H 0.12593 -1.85576 -6.66316
H -0.36231 -1.49252 -8.33241
Hg 2.54112 -0.05951 -2.54666
C -2.13982 -0.70808 1.15684
C -1.53277 0.54349 0.81640
C -2.43106 1.25043 -0.04795
H -0.54967 0.87698 1.18256
C -3.53587 0.38471 -0.35251
C -3.40484 -0.78615 0.46888
H -4.15214 -1.59127 0.57311
H -1.71022 -1.45102 1.83910
H -2.32837 2.26673 -0.43924
H -4.32984 0.60899 -1.06890
C 2.17998 -2.19239 0.92168
C 0.98367 -2.24020 0.13980
C 1.33474 -2.39440 -1.22256
H -0.02071 -2.19604 0.53438
C 2.78216 -2.41203 -1.30341
C 3.28229 -2.33950 0.04698
H 4.34174 -2.35064 0.34905
H 2.22886 -2.16272 2.00742
H 0.64401 -2.44058 -2.07469
H 3.33853 -2.88034 -2.12646
O -2.88522 2.09583 -3.09608
C -2.62754 0.80856 -3.73579
C -1.47642 0.94115 -4.78719
H -3.58580 0.47511 -4.21828
H -2.38144 0.07151 -2.92849
C -0.98907 2.39935 -4.65546
H -1.89792 0.82133 -5.80339
H -0.66054 0.20341 -4.67711
C -1.86296 3.05064 -3.52871
H -1.12766 2.94622 -5.61710
H 0.09021 2.45232 -4.41414
H -2.39527 3.95375 -3.92935
H -1.24972 3.29782 -2.62930
C 2.55123 1.85118 -1.47037
H 2.32742 1.57233 -0.42628
H 3.55552 2.31752 -1.45964
H 1.82412 2.61428 -1.85424
```

Output
- net charge = -1


3.
Here is the molecule C3H3ClO in a non-equilibrium geometry from the Open Molecules 2025 dataset. Energies are from ωB97M-V/def2-TZVPD.

The geometry in XYZ format:
```
8
C3H3ClO, DFT ωB97M-V/def2-TZVPD
C 0.30992 -1.60266 -0.44645
C 0.09580 -0.39323 0.11269
Cl 1.30897 0.84390 0.52325
C -1.25684 0.22608 0.08572
O -1.98842 -0.03953 -0.85685
H 1.00879 -2.36906 -0.48868
H -0.61236 -1.78581 -1.09303
H -1.63484 0.74365 1.02937
```

Output
- relative energy (zero: lowest compared OMol25 entry of this formula, charge and spin) (eV) = 0.909
- structure (SMILES) = C=C(Cl)C=O


4.
Here is a cluster of 10 separate species, C22H63O10 in total in a non-equilibrium geometry from the Open Molecules 2025 dataset. Energies are from ωB97M-V/def2-TZVPD.

The geometry in XYZ format:
```
95
C22H63O10, DFT ωB97M-V/def2-TZVPD
C 26.78207 -4.14400 -14.31255
C 25.30983 -4.19007 -14.80278
C 24.37491 -3.87033 -13.59752
O 25.06214 -3.49209 -15.91470
H 26.88745 -4.79436 -13.42856
H 27.05726 -3.11929 -14.04217
H 27.39404 -4.53827 -15.12653
H 25.11754 -5.28187 -14.99854
H 23.35196 -3.81157 -13.97495
H 24.60532 -2.90838 -13.12951
H 24.50536 -4.68156 -12.86099
C 18.31439 -2.49241 -14.49620
C 19.50792 -2.70919 -13.58535
C 19.50372 -4.10571 -12.97251
O 20.71816 -2.66597 -14.36743
H 18.16253 -3.31784 -15.20115
H 18.45325 -1.58488 -15.08453
H 17.37556 -2.43356 -13.93683
H 19.56631 -1.90202 -12.85966
H 18.54795 -4.34802 -12.48175
H 20.30170 -4.26597 -12.25315
H 19.54443 -4.83649 -13.78385
H 20.54279 -3.16241 -15.17357
C 21.13857 -7.49380 -16.68303
C 22.17719 -6.82913 -15.79976
C 22.00448 -7.14903 -14.32513
O 23.49441 -7.19853 -16.21727
H 21.30619 -7.21238 -17.72392
H 20.13047 -7.16365 -16.40997
H 21.13432 -8.58773 -16.63355
H 22.11367 -5.75139 -15.95542
H 21.03680 -6.79944 -13.95450
H 22.77354 -6.61817 -13.76055
H 22.11011 -8.21869 -14.12351
H 23.54333 -8.15984 -16.17422
C 28.60441 -3.68092 -19.06342
C 27.95481 -2.78850 -18.01262
C 28.27611 -1.31505 -18.21209
O 26.56458 -3.00294 -18.04308
H 29.69680 -3.67935 -18.94948
H 28.38284 -3.33412 -20.07563
H 28.28114 -4.71074 -18.92432
H 28.33606 -3.13099 -17.03372
H 27.90071 -0.73998 -17.37056
H 27.81024 -0.97776 -19.14093
H 29.35234 -1.11710 -18.29053
H 26.18528 -2.99904 -17.11400
C 26.56923 1.83025 -14.09205
C 26.75015 0.48646 -14.79278
C 28.18679 -0.00653 -14.68426
O 25.90376 -0.46610 -14.16783
H 27.36331 2.53952 -14.36118
H 26.70246 1.67948 -13.01690
H 25.59294 2.25724 -14.30651
H 26.45349 0.56103 -15.83953
H 28.23624 -1.03494 -15.03868
H 28.51656 -0.03293 -13.63579
H 28.88942 0.66459 -15.18586
H 26.35491 -0.80972 -13.38712
C 26.67398 -5.83891 -9.18069
C 27.08404 -6.51004 -10.48118
C 28.48700 -6.10665 -10.91912
O 27.04895 -7.93791 -10.30890
H 25.66691 -6.04426 -8.82332
H 26.86289 -4.76559 -9.26132
H 27.32189 -6.18777 -8.36252
H 26.33037 -6.28720 -11.23754
H 28.51788 -5.12066 -11.37917
H 28.83711 -6.83516 -11.65012
H 29.14854 -6.16625 -10.04865
H 27.67267 -8.15431 -9.60808
C 28.99587 -6.41575 -16.71431
O 27.81122 -7.10677 -17.07826
H 28.76217 -5.39871 -16.40341
H 29.52062 -6.92675 -15.90406
H 29.64640 -6.31212 -17.59183
H 27.97204 -8.04206 -16.93496
C 26.56615 -2.46710 -10.83598
O 26.78525 -1.19223 -11.44316
H 25.63130 -2.90298 -11.17216
H 27.39875 -3.14810 -11.02581
H 26.52515 -2.35637 -9.74234
H 27.72146 -1.00388 -11.33431
C 22.34736 -1.61001 -11.61554
O 23.22675 -0.86039 -12.43630
H 22.64713 -1.50915 -10.56410
H 21.32511 -1.23935 -11.73073
H 22.37045 -2.68059 -11.82675
H 23.75435 -0.29349 -11.87042
C 26.26504 -7.89393 -14.00877
O 26.69218 -9.16580 -14.51696
H 26.17619 -7.95973 -12.92048
H 27.00339 -7.14849 -14.29423
H 25.25556 -7.61220 -14.30951
H 26.16795 -9.36065 -15.29640
```

Output
- net charge = -1


Number 1: energy -232131.656 eV. Number 2: energy -29506.861 eV. Number 3: energy -17727.539 eV. Number 4: energy -44308.164 eV.